DFT (the ωB97M-V functional and the def2-TZVPD basis) results for 2 unconnected molecules or ions with the total composition C5H14O.

CARTESIAN COORDINATES (ANGSTROEM)
C 0.40235 -2.37589 0.04121
C 1.10492 -1.04545 0.32895
C 0.93627 0.08388 -0.57029
C 1.16914 1.54244 0.12734
C -0.12489 2.14926 0.55353
H 0.53265 -2.66588 -1.01498
H -0.67635 -2.27350 0.24743
H 0.80781 -3.17914 0.67917
H 1.01813 -0.76126 1.39532
H 2.15571 -1.34031 0.14367
H 1.68342 -0.05155 -1.37582
H -0.06873 0.03664 -1.03200
H 1.77583 1.36349 1.03582
H 1.66960 2.33562 -0.46076
H 0.07248 3.07324 1.12265
H -0.61551 1.42216 1.22228
H -0.81401 2.38645 -0.27440
O -3.54467 -0.60836 -0.66825
H -3.12648 0.10396 -1.20301
H -4.35761 -0.19573 -0.29794

The value obtained for the HOMO energy is -0.3893 hartree. Its maximum force is 3.5 eV/Å. Its energy relative to the best compared isomer or geometry (same formula, charge and spin) is 19.2 kcal/mol. As for the SMILES: CCCCC.O.